Version P
{"formula": "C4H7NO2", "method": "ωB97M-V/def2-TZVPD", "charge": -1, "orbital_gap_ha": [0.134, 0.259], "spin_multiplicity": 2, "symbols": ["O", "C", "N", "C", "C", "C", "O", "H", "H", "H", "H", "H", "H", "H"], "xyz": [[-1.117, -0.366, 3.364], [-0.291, -0.210, 2.478], [-0.566, -0.107, 1.165], [0.373, 0.371, 0.160], [0.426, -0.455, -1.128], [-0.182, 0.267, -2.293], [0.099, -0.021, -3.515], [0.802, -0.203, 2.642], [-1.541, -0.217, 0.927], [0.088, 1.391, -0.135], [1.332, 0.524, 0.659], [1.494, -0.586, -1.364], [0.002, -1.449, -0.894], [-0.918, 1.061, -2.066]], "lowdin_spin": [0.0038, 0.0046, 0.0063, 0.0204, 0.1088, 0.4120, 0.3250, 0.0008, 0.0051, 0.0139, 0.0006, 0.0179, 0.0308, 0.0500]}



Version Q
{"formula": "C4H7NO2", "method": "ωB97M-V/def2-TZVPD", "charge": -1, "orbital_gap_ha": [0.137, 0.260], "spin_multiplicity": 2, "symbols": ["O", "C", "N", "C", "C", "C", "O", "H", "H", "H", "H", "H", "H", "H"], "xyz": [[0.741, 2.315, 2.519], [0.129, 1.448, 1.939], [0.533, 0.930, 0.744], [0.134, -0.294, 0.068], [-0.725, -0.307, -1.208], [-0.857, -1.728, -1.718], [-0.003, -2.282, -2.498], [-0.820, 0.938, 2.184], [1.320, 1.487, 0.404], [-0.277, -0.976, 0.827], [1.044, -0.853, -0.173], [-0.207, 0.445, -1.835], [-1.777, -0.044, -1.013], [-1.811, -2.227, -1.466]], "lowdin_spin": [0.0005, 0.0029, 0.0111, 0.0498, 0.0917, 0.3989, 0.3457, 0.0014, 0.0016, 0.0188, 0.0022, 0.0144, 0.0122, 0.0487]}



Version R
{"formula": "C4H7NO2", "method": "ωB97M-V/def2-TZVPD", "charge": -1, "orbital_gap_ha": [0.155, 0.291], "spin_multiplicity": 2, "symbols": ["O", "C", "N", "C", "C", "C", "O", "H", "H", "H", "H", "H", "H", "H"], "xyz": [[2.782, 0.317, -1.398], [1.753, 0.624, -0.821], [1.293, 0.205, 0.415], [-0.092, 0.511, 0.814], [-0.867, -1.256, 0.344], [-1.547, -0.116, -0.474], [-1.309, 0.510, -1.524], [0.935, 1.078, -1.396], [1.533, -0.767, 0.577], [-0.096, 0.413, 1.902], [-0.284, 1.544, 0.461], [-0.182, -1.801, -0.285], [-1.462, -1.346, 1.250], [-2.456, 0.086, 0.133]], "lowdin_spin": [-0.0004, 0.0062, 0.0353, 0.2772, 0.4092, 0.0464, 0.0252, 0.0034, 0.0064, 0.0206, 0.0609, 0.0635, 0.0427, 0.0034]}



Q: Which of them is the least stable? A: version R.



Version P
{"formula": "C2H5OP", "method": "ωB97M-V/def2-TZVPD", "orbital_gap_ha": [0.317, 0.319], "spin_multiplicity": 1, "symbols": ["C", "C", "O", "P", "H", "H", "H", "H", "H"], "xyz": [[0.500, -0.428, 0.478], [-0.580, -0.632, -0.569], [1.265, 2.536, -0.682], [-0.258, 1.078, 0.042], [0.609, -0.991, 1.437], [1.484, -0.430, -0.113], [-0.418, -0.885, -1.555], [-1.421, -1.248, -0.148], [-1.180, 1.000, 1.111]], "mulliken_charge": [-0.3563, -0.6219, -0.4588, 0.2132, 0.3327, 0.2168, 0.3413, 0.2458, 0.0871]}



Version Q
{"formula": "C2H5OP", "method": "ωB97M-V/def2-TZVPD", "orbital_gap_ha": 0.352, "spin_multiplicity": 1, "symbols": ["H", "P", "C", "C", "O", "H", "H", "H", "H"], "xyz": [[2.555, -1.010, 0.354], [2.025, 0.193, -0.081], [0.465, -0.410, 0.086], [-0.625, 0.539, 0.038], [-1.852, -0.102, -0.314], [0.415, -1.387, 0.728], [-0.343, 1.353, -0.632], [-0.763, 0.855, 1.058], [-1.878, -0.030, -1.238]], "mulliken_charge": [-0.0015, -0.0887, -0.0711, -0.4380, -0.4934, 0.2305, 0.3603, 0.2207, 0.2812]}



Version R
{"formula": "C2H5OP", "method": "ωB97M-V/def2-TZVPD", "orbital_gap_ha": [0.242, 0.293], "spin_multiplicity": 1, "symbols": ["H", "P", "C", "O", "C", "H", "H", "H", "H"], "xyz": [[3.019, 1.397, -0.392], [2.838, -0.010, 0.140], [0.621, 0.392, -0.168], [-0.025, -0.713, -0.181], [-1.396, -0.614, 0.189], [0.158, 1.283, -0.324], [-1.542, -0.432, 1.336], [-2.016, -1.583, -0.109], [-1.656, 0.280, -0.491]], "mulliken_charge": [0.0118, -0.0553, -0.2391, -0.2672, -0.5309, 0.3463, 0.2486, 0.2027, 0.2831]}



Q: Which of them is the least stable? A: version P.



Version P
{"formula": "C4H14N3", "method": "ωB97M-V/def2-TZVPD", "charge": 1, "orbital_gap_ha": 0.332, "spin_multiplicity": 1, "symbols": ["N", "C", "C", "N", "H", "H", "H", "H", "H", "H", "H", "H", "C", "C", "N", "H", "H", "H", "H", "H", "H"], "xyz": [[0.635, 1.353, -0.514], [-0.824, 1.207, -0.276], [-1.123, 1.038, 1.204], [-2.575, 0.938, 1.371], [1.084, 1.986, 0.143], [0.792, 1.811, -1.408], [-1.155, 0.318, -0.809], [-1.350, 2.070, -0.684], [-0.690, 0.091, 1.547], [-0.651, 1.822, 1.804], [-2.789, 0.854, 2.359], [-2.987, 1.844, 1.141], [0.291, -2.146, -0.750], [2.581, -1.515, -0.559], [1.363, -1.172, -0.546], [-0.213, -1.927, -1.689], [-0.426, -2.092, 0.068], [0.701, -3.154, -0.787], [2.894, -2.550, -0.624], [3.320, -0.728, -0.461], [1.122, -0.045, -0.531]], "mulliken_charge": [-0.6356, -0.5228, -0.4725, -0.6018, 0.2573, 0.2640, 0.1542, 0.4653, 0.2609, 0.3504, 0.2534, 0.2455, -0.8674, -0.0694, 0.0797, 0.3443, 0.3050, 0.3269, 0.2592, 0.2441, 0.3594]}



Version Q
{"formula": "C4H14N3", "method": "ωB97M-V/def2-TZVPD", "charge": 1, "orbital_gap_ha": 0.407, "spin_multiplicity": 1, "symbols": ["C", "C", "N", "C", "H", "H", "H", "H", "H", "H", "H", "H", "H", "H", "N", "C", "N", "H", "H", "H", "H"], "xyz": [[1.139, -0.861, 1.749], [0.824, 0.621, 1.639], [-0.119, 0.888, 0.513], [-0.033, 2.252, -0.069], [1.663, -1.243, 0.883], [1.768, -1.016, 2.621], [0.225, -1.436, 1.927], [0.358, 0.979, 2.553], [1.720, 1.218, 1.456], [-1.077, 0.743, 0.848], [0.022, 0.208, -0.308], [-0.235, 3.003, 0.693], [-0.734, 2.310, -0.894], [0.969, 2.388, -0.449], [-1.709, -1.865, -1.306], [-0.848, -1.282, -2.181], [0.186, -0.639, -1.798], [-2.352, -2.536, -1.689], [-1.329, -2.107, -0.406], [-1.153, -1.378, -3.218], [0.713, -0.247, -2.566]], "mulliken_charge": [-1.1717, -0.3359, -0.0122, -0.9780, 0.3584, 0.3810, 0.2865, 0.3638, 0.3227, 0.4273, 0.2324, 0.3841, 0.3457, 0.3975, -0.3778, -0.0033, -0.6260, 0.2673, 0.1939, 0.3571, 0.1871]}



Q: Which of them is the least stable? A: version P.